# 1
Molecular formula: C8H22AsF6LiNO8
Method: DFT, ωB97M-V/def2-TZVPD

```
47
Properties=species:S:1:pos:R:3:forces:R:3:lowdin_spin:R:1
Li 12.0799 7.0601 -1.5262 -1.353 0.583 0.627 -0.005
N 9.5351 8.3350 -3.2973 2.236 0.025 -0.690 0.006
H 10.2649 7.7228 -3.6330 -0.536 -0.904 -0.325 0.003
H 8.6262 7.8946 -3.2912 -0.829 -0.109 0.044 0.000
H 9.7108 9.1555 -3.8594 -1.059 0.718 -0.363 0.000
H 9.9068 8.4886 -2.3709 -0.176 0.413 2.326 -0.001
C 12.3917 6.8447 -4.6295 -0.430 -0.034 0.084 0.093
O 11.7609 6.3139 -3.4910 1.356 0.730 -1.003 0.789
H 12.3232 6.2575 -5.5453 -0.210 -0.654 0.274 0.014
H 11.7954 7.7150 -4.9034 -0.570 0.529 -0.050 0.057
H 13.3865 7.2866 -4.5739 0.272 -0.365 0.831 0.006
C 10.8476 9.3179 0.2378 -0.547 -0.351 -0.440 0.002
O 10.6534 8.2810 -0.6906 1.638 -0.521 -1.067 0.029
H 11.8199 9.3763 0.7270 0.477 -0.311 -0.008 0.000
H 10.7028 10.2995 -0.2134 -0.124 0.364 -0.164 0.000
H 10.1211 9.2285 1.0455 -0.217 0.028 0.217 0.002
As 6.9769 5.6438 -2.1245 -1.308 -1.795 1.203 0.000
F 7.0712 6.3518 -0.5031 -0.403 -0.419 -1.258 0.000
F 6.8241 4.0133 -1.4185 0.350 1.538 -0.619 0.000
F 6.8420 4.9552 -3.7332 0.729 0.442 0.514 0.000
F 7.2071 7.2491 -2.7989 -0.651 0.276 -0.348 0.000
F 8.7613 5.5811 -2.1335 -0.842 -0.354 -0.252 0.000
F 5.1707 5.7920 -2.2247 2.020 0.334 0.546 0.000
C 7.7500 13.3171 -0.8409 -0.508 1.244 1.208 0.000
O 8.1492 12.5526 -1.9725 -0.108 -0.989 -0.339 0.000
C 7.5578 11.4373 -2.4117 -2.051 -2.593 -0.647 0.000
O 7.9568 10.7543 -3.3876 -1.247 2.530 3.600 0.000
O 6.3508 11.1454 -1.6397 3.040 1.213 -1.860 0.000
C 5.7215 9.8492 -1.7720 0.772 0.005 0.780 0.000
H 7.8522 12.9556 0.1823 0.586 -1.387 -0.369 0.000
H 6.7132 13.6493 -0.7876 -0.124 -0.117 -1.026 0.000
H 8.3933 14.1968 -0.8241 -0.063 -0.030 -0.527 0.000
H 4.8833 9.9166 -1.0785 -0.280 0.050 -0.531 0.000
H 6.3843 9.1159 -1.3127 0.068 -0.191 -0.400 0.000
H 5.4702 9.5759 -2.7969 -0.046 0.195 0.168 0.000
C 8.6772 7.7479 -6.9476 1.491 -1.128 -0.788 0.000
O 9.3126 8.9076 -7.5040 -0.720 -1.449 -1.354 0.000
C 9.8166 9.8526 -6.8137 -1.747 2.107 3.573 0.000
O 9.9935 9.8279 -5.5860 0.967 0.077 -1.882 0.003
O 9.7658 10.9280 -7.5798 0.251 2.785 -0.867 0.000
C 10.0671 12.2979 -7.0732 2.338 -1.307 2.223 0.000
H 7.7240 7.6152 -7.4594 -0.047 0.321 0.514 0.000
H 8.6904 7.6289 -5.8642 -0.370 0.711 -0.131 0.000
H 9.3487 6.9829 -7.3373 -0.367 -0.605 0.184 0.000
H 9.5106 12.6869 -6.2205 -1.137 -0.677 -0.449 0.000
H 10.3189 13.1331 -7.7267 -0.865 -0.960 -1.210 0.000
H 11.0206 12.1509 -6.5659 0.345 0.032 0.051 0.000
```
Positions in Å, forces in eV/Å.

Summary:
- Expectation value of S²: 0.755
- HOMO-LUMO gap (spin up / spin down): 7.65 / 4.16 eV
- Total charge: 0
- HOMO energy (spin up / spin down): -8.47 / -8.27 eV
- 2S+1: 2

=====

# 2
Molecular formula: C42H50Cl2OP4Re
Method: DFT, ωB97M-V/def2-TZVPD

```
100
Properties=species:S:1:pos:R:3:forces:R:3:lowdin_spin:R:1
P -2.5525 -1.3164 -1.4742 0.468 -0.381 0.584 0.017
C -3.5411 -2.5149 -0.5767 -0.453 -0.035 0.262 0.002
C -4.9409 -2.4109 -0.6088 0.113 -0.254 0.056 0.000
H -5.4171 -1.5751 -1.1260 0.094 -0.329 0.141 0.000
C -5.7191 -3.3817 0.0250 0.165 -0.044 0.057 0.000
H -6.8069 -3.3030 -0.0091 0.340 -0.059 0.046 0.000
C -5.1034 -4.4449 0.6951 0.154 0.179 -0.145 0.000
H -5.7118 -5.2051 1.1862 0.164 0.225 -0.151 0.000
C -3.7060 -4.5393 0.7425 0.087 0.304 -0.148 0.000
H -3.2238 -5.3686 1.2643 -0.196 0.289 -0.145 0.000
C -2.9179 -3.5662 0.1182 -0.300 -0.025 -0.076 0.001
H -1.8268 -3.6135 0.1613 -0.357 -0.156 -0.003 0.000
C -3.5694 0.1112 -1.8655 -0.273 0.320 -0.283 0.001
C -4.1406 0.8375 -0.8002 0.119 0.013 -0.357 0.000
H -4.0552 0.4582 0.2212 0.001 0.165 -0.310 0.000
C -4.7981 2.0392 -1.0625 0.092 -0.328 0.185 0.000
H -5.1862 2.6223 -0.2261 -0.015 -0.155 -0.303 0.000
C -4.9548 2.4768 -2.3796 0.130 -0.025 -0.072 0.000
H -5.4834 3.4116 -2.5769 0.141 -0.310 0.024 0.000
C -4.4388 1.7261 -3.4389 -0.024 0.151 0.086 0.000
H -4.5796 2.0644 -4.4648 0.022 -0.088 0.247 0.000
C -3.7276 0.5532 -3.1902 0.008 -0.121 0.367 0.000
H -3.3076 -0.0211 -4.0191 -0.101 0.180 0.251 0.000
C -1.9254 -2.1325 -2.9492 0.122 -0.415 -0.272 0.005
C -2.7917 -2.9237 -3.7291 0.251 0.146 -0.128 0.001
H -3.8346 -3.0514 -3.4320 0.247 0.094 -0.148 0.000
C -2.3019 -3.5708 -4.8646 0.098 0.114 0.155 0.000
H -2.9718 -4.1800 -5.4711 0.187 0.159 0.173 0.000
C -0.9525 -3.4454 -5.2196 0.014 0.205 0.208 0.000
H -0.5711 -3.9404 -6.1130 -0.148 0.122 0.244 0.000
C -0.0809 -2.7042 -4.4157 -0.161 -0.049 0.118 0.000
H 0.9780 -2.6127 -4.6601 -0.317 -0.156 -0.005 0.000
C -0.5561 -2.0800 -3.2606 -0.224 -0.058 -0.135 0.002
H 0.1415 -1.5858 -2.5806 -0.202 -0.040 -0.252 0.001
Re 0.8575 0.8547 1.1057 1.423 -0.656 0.727 1.575
C 0.8976 2.6151 0.0702 -0.637 0.524 -1.562 0.003
C 0.0899 2.6902 -1.0218 1.209 0.415 0.367 -0.001
H 1.5398 3.4784 0.3043 -0.267 -0.373 0.017 0.005
C -0.7129 1.4523 -1.3435 -0.880 0.321 -0.584 0.001
O -0.2995 1.0724 -2.6668 -0.382 -0.511 -0.124 0.000
H -0.7184 0.2340 -2.9409 0.168 0.548 0.172 0.000
C -0.5287 0.3267 -0.3224 -0.029 0.215 -0.550 0.005
H -1.7892 1.7121 -1.3336 0.229 0.009 -0.262 -0.001
C -1.1894 -0.8602 -0.3992 0.012 0.422 -0.229 0.101
Cl 2.5471 2.0104 2.2874 0.310 0.250 0.392 0.148
Cl 0.5369 -1.3635 2.1794 0.218 -0.276 0.211 0.300
P -0.5621 1.7201 2.5990 -1.111 1.089 1.421 0.030
C 0.0811 1.5525 4.2987 -0.230 -0.034 -0.007 0.001
H 0.7352 2.4036 4.5168 -0.126 -0.253 0.010 0.001
H 0.6495 0.6189 4.3897 -0.117 0.243 0.001 0.000
H -0.7725 1.5312 4.9844 0.220 0.081 0.050 0.000
C -0.8760 3.5002 2.4025 -0.259 0.029 0.130 -0.001
H -1.3769 3.6737 1.4410 0.102 -0.031 0.248 0.000
H 0.0815 4.0363 2.4071 -0.219 -0.143 0.056 0.000
H -1.5115 3.8546 3.2222 0.124 0.066 -0.149 -0.001
C -2.2046 0.9631 2.6576 -0.220 -0.044 0.021 0.021
H -2.1058 -0.1283 2.6876 -0.043 0.213 0.003 0.003
H -2.7691 1.2535 1.7642 0.121 -0.072 0.192 0.000
H -2.7246 1.3132 3.5569 -0.004 -0.092 -0.206 0.001
P 0.1935 4.1064 -2.1512 -0.484 -1.707 1.551 -0.002
C 1.1097 5.4484 -1.3967 0.145 0.248 0.036 0.000
C -1.5180 4.6057 -2.3367 -0.032 0.507 -0.557 0.000
H 2.1605 5.1659 -1.2472 -0.298 0.067 -0.078 0.000
H 0.6716 5.7349 -0.4310 0.067 -0.137 -0.291 0.000
H 1.0648 6.3114 -2.0765 0.063 -0.193 0.182 0.000
H -2.1003 3.7864 -2.7748 0.128 0.172 0.029 0.000
H -1.5618 5.4938 -2.9779 -0.274 -0.165 0.053 0.000
H -1.9280 4.8506 -1.3469 0.218 -0.085 -0.251 0.000
C 0.9956 3.6185 -3.6706 -0.058 0.308 -0.510 -0.001
H 2.0379 3.3359 -3.4648 -0.331 0.132 0.054 0.000
H 0.9765 4.4766 -4.3554 0.092 -0.276 -0.036 0.000
H 0.4752 2.7527 -4.0987 0.115 0.336 0.128 0.000
H -0.8825 -1.6321 0.3132 -0.455 0.131 -0.316 0.006
C 3.0085 -0.2018 0.0617 -0.090 -0.224 0.052 0.056
P 3.1620 -1.1752 1.6158 0.543 -0.505 0.325 0.498
C 4.5546 -2.2278 1.2148 0.414 -0.754 -0.716 0.079
C 4.4354 -3.6225 1.3635 0.339 0.644 0.154 0.011
C 5.5806 -4.4111 1.2593 0.156 -0.032 -0.223 0.000
C 6.8165 -3.8353 0.9302 -0.365 0.169 0.219 0.002
C 6.9126 -2.4544 0.7200 -0.113 -0.105 -0.212 0.005
C 5.7751 -1.6521 0.8072 -0.210 -0.372 0.302 0.023
C 3.6101 -0.6503 3.3122 0.552 -0.024 0.679 0.048
C 4.6809 0.2190 3.6066 -0.145 -0.128 0.045 0.014
C 5.0771 0.4173 4.9304 -0.079 -0.146 0.073 0.005
C 4.4556 -0.2777 5.9760 -0.361 -0.095 -0.223 -0.002
C 3.4367 -1.1948 5.6861 0.362 0.078 0.148 0.001
C 3.0447 -1.4010 4.3662 -0.139 0.237 -0.705 0.002
H 2.9848 -0.9988 -0.7009 -0.101 0.217 0.273 0.002
H 2.0991 0.4443 -0.1904 1.071 -0.204 -0.752 0.002
H 3.8973 0.4034 -0.1372 -0.261 0.184 0.173 0.014
H 3.4428 -4.0377 1.5498 0.421 -0.088 0.185 0.003
H 5.5175 -5.4843 1.4351 -0.014 0.241 -0.163 0.000
H 7.7029 -4.4645 0.8223 -0.310 0.221 0.142 0.000
H 7.8774 -2.0070 0.4764 -0.312 -0.135 -0.044 0.001
H 5.8147 -0.5905 0.5574 0.215 -0.226 0.292 0.001
H 5.2165 0.7433 2.8136 -0.277 -0.069 0.206 0.001
H 5.8807 1.1209 5.1648 -0.263 -0.281 -0.201 0.001
H 4.7603 -0.1118 7.0143 -0.083 -0.052 -0.456 0.000
H 2.9616 -1.7738 6.4873 0.248 0.272 -0.380 0.000
H 2.2992 -2.1586 4.1265 0.049 0.261 0.195 0.001
```
Positions in Å, forces in eV/Å.

Summary:
- Expectation value of S²: 3.771
- ΔE to the lowest compared entry with this formula, charge and spin: 0.000 eV
- HOMO-LUMO gap (spin up / spin down): 7.95 / 5.82 eV
- Total charge: +2
- HOMO energy (spin up / spin down): -12.39 / -11.97 eV
- 2S+1: 4

=====

Sequential DFT total energy output: -103870.443 -110729.248 eV